(1)
Formula: C22H36N2O19
Source: the OMol25 dataset
Level of theory: ωB97M-V/def2-TZVPD

SMILES string: C[C@H]1COC(=O)O1.C[C@H]1COC(=O)O1.C[C@H]1COC(=O)O1.C[C@H]1COC(=O)O1.C[C@H]1COC(=O)O1.C[N+](=O)[O-].C[N+](=O)[O-]
Frontier orbital gap (eV): 10.781
Max |F| (eV/A): 6.38
Calculated total energy (a.u.): -2398.7101

CARTESIAN COORDINATES (ANGSTROEM)
C 3.63760 0.02272 -1.65494
C 0.21668 0.45671 -4.27501
C 0.28196 1.60161 -5.27893
C -0.04958 0.11630 1.76595
H 2.67786 -2.08518 -1.78133
C -0.41516 -1.65977 -4.76201
H -0.73987 0.91649 2.03297
O 4.21915 -4.01692 0.06257
H -2.51930 -2.45062 4.37643
O -0.49848 -1.98268 6.28714
C -0.61291 4.07316 0.96405
O 0.05401 -1.56402 0.25068
H -0.08015 1.35493 -6.27700
C 3.99932 1.13098 -2.63124
H -1.95883 0.68766 -4.24549
H 3.69366 0.54680 1.87710
H -1.92296 -5.33611 5.08688
C -1.85814 -3.15439 4.88208
H -3.21928 -4.64464 4.19630
H -1.71058 -4.68337 3.39158
O 1.24344 -1.58991 4.90270
H -0.31112 2.42581 -4.88262
O -7.11165 3.01581 -2.06988
H 4.37919 0.29951 3.50546
H -6.39448 2.74065 -4.05112
C -4.02494 1.37129 -2.31607
C 4.73343 -2.57506 3.11440
O 4.80383 -3.67600 2.29283
H -4.27490 3.21512 -3.35497
H -0.19034 5.01448 0.61269
H 1.34122 1.77510 -5.46854
H -1.49362 -3.65555 6.94900
C -2.14984 -4.53918 4.37869
H 0.10295 -0.61846 2.55647
O -0.52933 -2.80793 -5.20204
C 2.02450 1.59569 -1.47138
H 0.88733 0.59941 1.48861
H -6.46604 1.26784 -2.97357
O -5.05346 3.32831 -1.51308
N -1.19362 4.24079 2.30746
C -6.32450 3.74967 -1.31236
H 2.87481 -0.48150 3.08947
O -1.72274 3.20413 2.73355
H 2.97447 -1.22737 -3.21699
H 5.68256 -2.64493 3.64578
O 1.04703 2.21107 -0.95421
C -6.33724 2.34842 -3.03575
C 3.83801 -0.17101 2.68457
O -1.37157 0.08383 -0.21711
O 2.43707 0.42226 -0.95524
O 4.03746 -2.08911 1.05536
N -0.48552 -0.48943 0.47828
C 0.16203 -2.18098 5.19549
C 4.34477 -3.29279 1.03297
H -3.16624 1.66321 -1.71149
H 4.48197 -0.19813 -1.00197
H -1.42058 3.76552 0.29986
O -1.37934 -1.12476 -3.96577
H 5.68057 -1.21028 1.85505
H 0.80480 0.75148 -3.40591
H 3.92093 -2.60276 3.84045
C -1.14338 0.22532 -3.68927
H 4.75590 1.85242 -2.32266
O -1.08461 5.21036 2.96477
H 0.21622 3.37875 1.09977
H -3.82763 0.71424 -3.16309
O 0.52593 -0.70252 -5.00119
C -1.63456 -2.78185 6.31269
H -1.07832 0.39084 -2.61387
C -4.89597 2.63539 -2.67212
C 4.64307 -1.43338 2.10388
H -4.70436 0.71059 -1.77761
O 2.78470 1.89564 -2.54006
O -6.66389 4.63445 -0.46134
C 3.38052 -1.37435 -2.21617
H 4.28153 -1.92455 -2.48740
O -0.51354 -2.98615 4.34717
H 4.00636 0.77317 -3.66082
H -2.64429 -2.46226 6.57044

(2)
Formula: C15H30B2BrClN3O3P
Source: the OMol25 dataset
Level of theory: ωB97M-V/def2-TZVPD

Frontier orbital gap (eV): 5.938
Max |F| (eV/A): 5.81
Calculated total energy (a.u.): -4404.6452

CARTESIAN COORDINATES (ANGSTROEM)
C 1.37414 3.09624 -1.16940
H -2.42083 -3.79949 1.07517
H -4.46300 4.01236 0.96293
H 1.81935 1.22592 2.21569
H 2.68698 4.73698 -2.15427
H -1.08086 -4.80723 0.36127
H 1.01079 1.07139 -5.01665
C -3.57093 2.34903 -0.29809
H 0.54782 3.39605 -1.90323
C -1.53193 -4.45182 1.35420
C 2.71833 -1.88790 3.09827
H 4.47868 -1.17729 1.28457
H 3.09238 0.61278 -3.31171
Br -0.91883 -2.46432 -0.79702
H 0.97822 3.31614 -0.10803
H 2.61737 -2.92352 3.57263
P 1.75184 1.21764 -1.22421
H -4.91121 -0.59072 -2.35225
H 4.19246 -2.99962 1.28493
B 1.76377 -0.53709 1.36351
H -2.52230 2.80035 -0.39616
H -5.72608 3.10990 -0.05518
H 1.45704 -0.31970 -3.20095
C -4.65834 3.53055 -0.05512
N 2.39947 -1.89961 1.61183
O 2.49380 0.59835 1.87299
C -2.22101 -0.99079 0.45106
H 0.37566 2.22767 -3.75564
C 1.32966 1.71082 -4.10954
Cl 0.11695 -4.70561 3.64260
H 3.79527 -1.54113 3.30680
H -3.66408 1.67412 0.63161
C 0.30978 -0.42412 0.60205
H 0.55122 -3.66265 1.49803
H -1.87218 -5.37222 1.93807
H 3.71135 -2.01421 -0.18189
O -3.93658 -0.69577 -2.41166
H 0.04915 -1.71674 3.31013
H -1.71869 -2.16441 3.11204
H -4.54606 4.27287 -0.91968
B -3.37346 0.34219 -1.59833
H 2.96580 4.52702 -0.36029
C -0.70838 -2.15388 2.56168
C 1.97622 0.69633 -3.04508
C -0.37911 -3.68322 2.17676
H 2.08277 2.46774 -4.54367
N 0.28790 0.40415 -0.57552
C -2.00102 -0.01316 -0.75594
H 3.60457 3.22613 -1.53805
N -0.86070 0.60745 -1.24605
C 3.74082 -1.98959 0.95531
H 2.04369 -1.17722 3.68689
C 2.72991 3.94884 -1.32788
O -3.94166 1.67784 -1.53345
H -3.20021 -1.47534 0.76078
C -0.82572 -1.21845 1.25317

What did the second record say?
Formula: C15H30B2BrClN3O3P
Source: the OMol25 dataset
Level of theory: ωB97M-V/def2-TZVPD

Frontier orbital gap (eV): 5.938
Max |F| (eV/A): 5.81
Calculated total energy (a.u.): -4404.6452

CARTESIAN COORDINATES (ANGSTROEM)
C 1.37414 3.09624 -1.16940
H -2.42083 -3.79949 1.07517
H -4.46300 4.01236 0.96293
H 1.81935 1.22592 2.21569
H 2.68698 4.73698 -2.15427
H -1.08086 -4.80723 0.36127
H 1.01079 1.07139 -5.01665
C -3.57093 2.34903 -0.29809
H 0.54782 3.39605 -1.90323
C -1.53193 -4.45182 1.35420
C 2.71833 -1.88790 3.09827
H 4.47868 -1.17729 1.28457
H 3.09238 0.61278 -3.31171
Br -0.91883 -2.46432 -0.79702
H 0.97822 3.31614 -0.10803
H 2.61737 -2.92352 3.57263
P 1.75184 1.21764 -1.22421
H -4.91121 -0.59072 -2.35225
H 4.19246 -2.99962 1.28493
B 1.76377 -0.53709 1.36351
H -2.52230 2.80035 -0.39616
H -5.72608 3.10990 -0.05518
H 1.45704 -0.31970 -3.20095
C -4.65834 3.53055 -0.05512
N 2.39947 -1.89961 1.61183
O 2.49380 0.59835 1.87299
C -2.22101 -0.99079 0.45106
H 0.37566 2.22767 -3.75564
C 1.32966 1.71082 -4.10954
Cl 0.11695 -4.70561 3.64260
H 3.79527 -1.54113 3.30680
H -3.66408 1.67412 0.63161
C 0.30978 -0.42412 0.60205
H 0.55122 -3.66265 1.49803
H -1.87218 -5.37222 1.93807
H 3.71135 -2.01421 -0.18189
O -3.93658 -0.69577 -2.41166
H 0.04915 -1.71674 3.31013
H -1.71869 -2.16441 3.11204
H -4.54606 4.27287 -0.91968
B -3.37346 0.34219 -1.59833
H 2.96580 4.52702 -0.36029
C -0.70838 -2.15388 2.56168
C 1.97622 0.69633 -3.04508
C -0.37911 -3.68322 2.17676
H 2.08277 2.46774 -4.54367
N 0.28790 0.40415 -0.57552
C -2.00102 -0.01316 -0.75594
H 3.60457 3.22613 -1.53805
N -0.86070 0.60745 -1.24605
C 3.74082 -1.98959 0.95531
H 2.04369 -1.17722 3.68689
C 2.72991 3.94884 -1.32788
O -3.94166 1.67784 -1.53345
H -3.20021 -1.47534 0.76078
C -0.82572 -1.21845 1.25317

- What is the max |F| in the second record?
  5.81 eV/A

- The lowest max |F| belongs to which entry?
  C15H30B2BrClN3O3P

- The lowest calculated total energy belongs to which entry?
  C15H30B2BrClN3O3P